A molecular structure, C6H5CrO3. Source: the Open Molecules 2025 dataset; level of theory: ωB97M-V with the def2-TZVPD basis set.

Atoms and positions in Å:
O1 -0.2427 -1.3653 -0.3850
C1 0.2237 -0.3109 -0.6161
O2 -0.6574 -4.9591 0.6420
C2 -1.0634 -6.0276 0.8941
O3 -1.4486 -7.0763 1.1289
Cr1 -0.1920 -3.1626 0.1516
C3 0.6659 0.8722 -0.9279
C4 0.9513 1.9584 0.0653
H1 0.8226 1.0374 -1.9989
H2 1.7196 2.6649 -0.3199
H3 1.4063 1.6226 1.0120
C5 -0.2207 2.7787 0.4693
C6 -0.4419 3.8578 -0.1391
H4 -1.6150 3.2968 0.1444
H5 0.0924 4.8130 -0.1209

Cartesian forces (eV/Å) of the 6 atoms listed first:
O -0.51 -0.20 0.12
C 0.99 2.56 -0.85
O 0.69 1.64 -0.31
C -1.39 -4.11 0.86
O 0.57 1.65 -0.32
Cr -0.02 -1.15 0.18

For the strongest force on any atom, the calculation gives 0.08610 Eh/bohr. As for the expectation value of S²: 6.01. Its total charge is +3. As for the energy: -40827.790 eV. The spin multiplicity is 5. The value obtained for the HOMO-LUMO gap (alpha / beta) is 7.45 / 8.59 eV.

A molecular structure, C6H5F6NO9ReS2. Source: the Open Molecules 2025 dataset; level of theory: ωB97M-V with the def2-TZVPD basis set.

Atoms and positions in Å:
Re1 0.1067 -0.5209 -0.5327
O1 -1.0288 3.1302 0.9577
C1 -0.6587 2.1273 0.2621
O2 -0.6215 0.9555 0.6967
C2 -0.1974 2.4071 -1.1333
O3 0.0264 1.1287 -1.7983
C3 -0.8939 0.8699 -2.9390
C4 -1.9386 -0.1509 -2.5296
O4 -2.9574 -0.4226 -3.0227
O5 -1.4304 -0.8742 -1.3983
H1 -1.2815 2.8947 1.8742
H2 0.7463 2.9562 -1.0787
H3 -0.9094 3.0235 -1.6749
H4 -0.2996 0.4588 -3.7555
H5 -1.3536 1.7970 -3.2641
F1 3.0974 0.0261 -2.2524
C5 4.0326 -0.0068 -1.3091
F2 5.0542 -0.7205 -1.6864
F3 4.3700 1.2089 -0.9557
S1 3.3004 -0.8237 0.2040
O6 1.8776 -0.1877 0.2969
O7 4.1007 -0.5627 1.3279
N1 3.0868 -2.3286 -0.2102
S2 1.6311 -2.7973 -0.4617
O8 1.0280 -1.9725 -1.6154
O9 0.6683 -2.5754 0.6348
C6 1.8373 -4.5772 -1.1481
F4 2.6232 -5.2134 -0.3369
F5 0.6274 -5.0627 -1.1789
F6 2.3473 -4.4259 -2.3367

Cartesian forces (eV/Å) of the 6 atoms listed first:
Re 0.41 -0.85 0.94
O -0.02 -0.05 -0.08
C 0.12 -0.16 0.11
O -0.22 0.21 0.34
C 0.16 0.09 0.09
O -0.65 0.39 -0.49

For the strongest force on any atom, the calculation gives 0.03054 Eh/bohr. As for the expectation value of S²: 0.81. Its total charge is +2. As for the energy: -66305.103 eV. The spin multiplicity is 2. The value obtained for the HOMO-LUMO gap (alpha / beta) is 7.60 / 8.11 eV.

A molecular structure, C6H5F6NOS. Source: the Open Molecules 2025 dataset; level of theory: ωB97M-V with the def2-TZVPD basis set.

Atoms and positions in Å:
C1 -0.9790 0.0302 1.1915
C2 -1.5720 -0.5656 -0.0566
C3 1.1105 0.1577 0.2532
C4 -2.7147 0.2949 -0.5811
C5 1.6477 1.4603 -0.2984
C6 2.1598 -0.8994 0.5306
N1 0.2257 0.3471 1.3131
O1 0.0183 -2.1564 -1.4537
F1 2.2843 1.2931 -1.4611
F2 0.6386 2.3166 -0.5423
F3 2.4884 2.0921 0.5279
F4 3.1078 -0.4966 1.3878
F5 1.5947 -1.9837 1.0726
F6 2.7857 -1.2877 -0.5809
S1 -0.2711 -0.7440 -1.3751
H1 -1.6321 0.2010 2.0368
H2 -1.9073 -1.5812 0.1768
H3 -3.4770 0.4349 0.1820
H4 -3.1755 -0.1821 -1.4424
H5 -2.3329 1.2688 -0.8807

Cartesian forces (eV/Å) of the 6 atoms listed first:
C 0.04 -0.13 -0.22
C 0.35 0.19 -0.38
C -1.45 -0.81 -1.74
C 0.05 -0.08 -0.08
C 0.05 0.61 -0.36
C 0.33 -0.64 0.16

For the strongest force on any atom, the calculation gives 0.05807 Eh/bohr. As for the energy: -36979.736 eV. As for the relative energy (zero: lowest compared OMol25 entry of this formula, charge and spin): 0.0 kJ/mol. The value obtained for the HOMO-LUMO gap is 8.95 eV.

A molecular structure, C6H5FN2. Source: the Open Molecules 2025 dataset; level of theory: ωB97M-V with the def2-TZVPD basis set.

Atoms and positions in Å:
C1 1.2731 0.0195 -1.9186
C2 0.2525 0.6370 -1.7694
C3 -0.6692 -1.1715 0.4597
C4 0.4470 -1.1802 1.2461
C5 -0.8212 0.4425 1.7106
C6 -0.7220 1.5296 -1.3902
N1 -1.3905 -0.0775 0.6365
N2 0.3320 -0.1480 2.0704
F1 -0.2344 2.7129 -0.8928
H1 2.0526 -0.5152 -2.2757
H2 -0.9856 -1.9129 -0.2399
H3 1.2838 -1.8052 1.0523
H4 -1.7327 1.3286 -1.5818
H5 0.9146 0.1404 2.8929

Cartesian forces (eV/Å) of the 6 atoms listed first:
C -0.97 0.29 0.09
C -0.49 1.24 0.50
C 1.26 -1.72 -0.84
C -0.04 -2.66 -1.79
C -1.05 0.60 -1.27
C 2.16 0.33 -0.41

For the strongest force on any atom, the calculation gives 0.07930 Eh/bohr. As for the energy: -11993.411 eV. As for the relative energy (zero: lowest compared OMol25 entry of this formula, charge and spin): 445.5 kJ/mol. The value obtained for the HOMO-LUMO gap (alpha / beta) is 8.79 / 6.45 eV.

A gas-phase ion, C6H5FNO2 (charge -1). Source: the Open Molecules 2025 dataset; level of theory: ωB97M-V with the def2-TZVPD basis set.

Atoms and positions in Å:
C1 1.8575 -1.2590 0.0057
C2 0.6506 -0.1747 0.1101
C3 0.7693 1.1727 -0.1280
C4 -0.4230 1.9763 -0.1908
N1 -1.5566 1.3494 -0.0131
F1 -2.6852 2.3229 0.0820
C5 -0.5687 -0.7121 0.1914
C6 -1.7971 -1.2540 0.3200
O1 -2.9746 -1.3326 0.1991
O2 -0.8145 -2.2471 0.3358
H1 2.8128 -0.9118 0.3566
H2 1.4474 -2.0927 0.5622
H3 1.8793 -1.4919 -1.0925
H4 1.7173 1.6402 -0.1454
H5 -0.3145 3.0144 -0.5933

Cartesian forces (eV/Å) of the 6 atoms listed first:
C -2.83 1.51 -1.02
C 1.69 -1.44 -0.49
C -0.99 1.72 0.06
C 0.95 -0.20 -0.81
N -0.55 1.42 0.53
F 1.01 -0.21 -0.58

For the strongest force on any atom, the calculation gives 0.06552 Eh/bohr. Its total charge is -1. As for the energy: -14601.697 eV. As for the relative energy (zero: lowest compared OMol25 entry of this formula, charge and spin): 429.8 kJ/mol. The value obtained for the HOMO-LUMO gap is 6.74 eV. Its structure (SMILES) is C/C(=C/C=N/F)C1=C([O-])O1.

A single C6H5FO molecule. Source: the Open Molecules 2025 dataset; level of theory: ωB97M-V with the def2-TZVPD basis set.

Atoms and positions in Å:
O1 -0.6338 2.4619 0.1857
C1 -0.4374 1.2836 -0.0951
C2 -1.6138 0.3090 -0.2455
C3 -1.1242 -0.9174 -0.4002
C4 0.4145 -0.8648 -0.3952
C5 1.1027 -0.4542 0.8665
C6 0.7647 0.5431 -0.1766
F1 1.8464 1.1850 -0.7291
H1 -2.5841 0.7040 -0.1234
H2 -1.5916 -1.8702 -0.4992
H3 1.0695 -1.3203 -1.1970
H4 2.1744 -0.5231 0.9938
H5 0.6128 -0.5366 1.8153

Cartesian forces (eV/Å) of the 6 atoms listed first:
O 0.90 -1.30 -0.74
C -4.37 2.59 1.33
C 2.01 0.21 0.09
C 1.66 0.34 -0.07
C 1.11 -1.17 -2.33
C 0.14 -0.12 0.87

For the strongest force on any atom, the calculation gives 0.10224 Eh/bohr. As for the energy: -11065.735 eV. As for the relative energy (zero: lowest compared OMol25 entry of this formula, charge and spin): 108.8 kJ/mol. The value obtained for the HOMO-LUMO gap is 9.99 eV. Its structure (SMILES) is O=C1C=C[C@@H]2C[C@]12F.

A single C6H5FS molecule. Source: the Open Molecules 2025 dataset; level of theory: ωB97M-V with the def2-TZVPD basis set.

Atoms and positions in Å:
F1 2.4253 -1.4901 -0.1588
C1 1.4424 -0.5381 0.1846
C2 1.8773 0.8213 0.3801
C3 0.9919 1.8389 -0.0175
C4 -0.4298 1.4896 -0.3787
C5 -0.8097 0.1407 -0.2208
S1 -2.5024 -0.4995 0.1878
C6 0.0895 -0.9307 -0.1525
H1 2.9122 1.0170 0.5893
H2 1.2153 2.8861 0.1632
H3 -1.3728 1.9279 -0.4500
H4 -3.3328 0.6522 -0.1883
H5 -0.1814 -2.0098 -0.4612

Cartesian forces (eV/Å) of the 6 atoms listed first:
F -1.12 1.23 1.41
C -0.89 -0.69 -2.72
C -1.71 -0.95 -1.47
C -3.11 -1.16 0.43
C 2.81 -3.03 2.13
C -0.52 -0.71 0.34

For the strongest force on any atom, the calculation gives 0.09044 Eh/bohr. As for the energy: -19853.537 eV. As for the relative energy (zero: lowest compared OMol25 entry of this formula, charge and spin): 208.6 kJ/mol. The value obtained for the HOMO-LUMO gap is 9.28 eV. Its structure (SMILES) is Fc1cccc(S)c1.

A single C6H5IN4 molecule. Source: the Open Molecules 2025 dataset; level of theory: ωB97M-V with the def2-TZVPD basis set.

Atoms and positions in Å:
C1 -0.2119 1.6568 2.6281
C2 -0.0644 -0.6388 0.2412
C3 0.3703 -0.6486 -1.1125
C4 0.7454 0.3681 0.9123
C5 -2.2866 1.2374 1.3418
C6 -0.0990 -1.4603 -2.2822
N1 0.6957 0.9558 2.1303
N2 -1.3817 1.6133 1.9798
N3 1.5217 0.9537 -0.0145
N4 1.2375 0.3725 -1.2017
I1 -1.5261 -1.8432 1.0939
H1 -0.1886 1.9369 3.6756
H2 -0.2387 -2.4460 -1.6779
H3 -1.1091 -1.1798 -2.5337
H4 0.6399 -1.4322 -3.1602
H5 1.8957 0.5544 -2.0203

Cartesian forces (eV/Å) of the 6 atoms listed first:
C 0.73 -2.27 0.45
C 0.95 0.27 -0.36
C -0.89 0.87 1.21
C -1.00 -0.09 -4.00
C -0.45 0.49 -0.22
C 0.87 -1.42 1.75

For the strongest force on any atom, the calculation gives 0.08017 Eh/bohr. As for the energy: -20360.651 eV. As for the relative energy (zero: lowest compared OMol25 entry of this formula, charge and spin): 175.1 kJ/mol. The value obtained for the HOMO-LUMO gap is 8.58 eV.

A gas-phase ion, C6H5N2 (charge +1). Source: the Open Molecules 2025 dataset; level of theory: ωB97M-V with the def2-TZVPD basis set.

Atoms and positions in Å:
C1 1.3970 0.4698 0.6790
C2 -2.7275 -0.5259 -0.8296
C3 -2.7204 0.3020 -1.8345
C4 0.8316 -0.2564 -0.3591
C5 2.2436 -0.0572 1.5473
C6 -0.2593 0.2940 -1.0333
N1 2.7532 -0.5120 2.5313
N2 -1.4916 0.1626 -1.1881
H1 1.0685 1.4755 1.1012
H2 -3.0174 -1.1039 0.0960
H3 -3.2253 0.5703 -2.7294
H4 1.3868 -1.4024 -0.4383
H5 3.4345 -1.1407 2.9248

Cartesian forces (eV/Å) of the 6 atoms listed first:
C -0.50 2.64 0.67
C 0.18 0.09 2.06
C -0.81 -1.15 0.17
C -0.76 -1.84 -0.01
C 1.77 -2.06 3.65
C 1.63 -1.69 -0.26

For the strongest force on any atom, the calculation gives 0.08849 Eh/bohr. Its total charge is +1. As for the energy: -9268.296 eV. As for the relative energy (zero: lowest compared OMol25 entry of this formula, charge and spin): 592.6 kJ/mol. The value obtained for the HOMO-LUMO gap is 7.64 eV.

2 unconnected molecules or ions with the total composition C6H5N3O. Source: the Open Molecules 2025 dataset; level of theory: ωB97M-V with the def2-TZVPD basis set.

Atoms and positions in Å:
C1 1.1318 2.2839 -1.1242
C2 1.5558 1.7990 -0.0766
C3 1.7790 0.6902 0.8021
C4 1.6829 -0.6587 0.2172
C5 1.2935 -1.8152 -0.0381
H1 0.4668 2.8392 -1.6905
H2 1.1242 0.5601 1.7058
H3 2.7201 0.7165 1.2673
H4 0.8147 -2.5735 -0.6671
C6 -2.5462 -1.1494 -0.2234
N1 -1.4752 -0.7599 -0.9947
N2 -0.8965 0.0762 -0.3153
O1 -1.7315 0.4843 0.7254
N3 -2.7847 -0.4388 0.7942
H5 -3.1347 -2.0540 -0.3820

Cartesian forces (eV/Å) of the 6 atoms listed first:
C 1.28 -0.88 3.54
C -1.62 0.57 -3.23
C -0.07 -1.86 1.75
C -1.79 -3.81 -0.93
C 0.99 3.39 -0.45
H -0.44 0.78 -1.21

For the strongest force on any atom, the calculation gives 0.08388 Eh/bohr. As for the energy: -12812.339 eV. As for the relative energy (zero: lowest compared OMol25 entry of this formula, charge and spin): 791.9 kJ/mol. The value obtained for the HOMO-LUMO gap is 9.65 eV. Its structure (SMILES) is C#CCC#C.c1nnon1.